26
Properties=species:S:1:pos:R:3 method="wB97M-V/def2-TZVPD" e_above_lowest_kj_mol=230.54 fmax_ev_per_a=4.18 total_charge=+1 e_homo_ev=-13.410 total_energy_ev=-15031.9006 smiles="C=C[N+]1=C(NC)[C@](N)(C=C)OC1"
C 3.79998 0.72593 -0.16910
C 2.73903 0.00200 -0.47247
N 1.40846 0.30283 -0.13158
C 0.45404 -0.57722 -0.09793
N 0.45299 -1.86505 -0.24235
C -0.75181 -2.66937 -0.25073
C -1.06677 0.33832 0.25485
N -1.19999 0.01021 1.62342
C -2.70793 0.42397 -0.26373
C -3.10991 1.50650 -0.87900
O -0.49081 1.59331 -0.07645
C 0.87491 1.64761 0.15911
H 4.76931 0.40168 -0.50229
H 3.76024 1.63564 0.40399
H 2.82361 -0.90668 -1.05255
H 1.32445 -2.38358 -0.30634
H -0.66433 -3.44641 -1.00677
H -0.90618 -3.13538 0.72344
H -1.60484 -2.03916 -0.48297
H -0.40765 0.25686 2.20238
H -2.05385 0.34501 2.04720
H -3.28909 -0.40239 0.09232
H -4.15492 1.65947 -1.10056
H -2.42515 2.28252 -1.17035
H 1.31341 2.39328 -0.50537
H 1.11279 1.90008 1.20381


318
Properties=species:S:1:pos:R:3 method="wB97M-V/def2-TZVPD" fmax_ev_per_a=3.04 e_homo_ev=-8.609 total_energy_ev=-281700.8197
C 18.24505 20.93800 22.78897
C 18.41099 21.57169 24.18771
C 17.22899 22.53531 24.34822
C 16.94022 22.91446 25.78564
C 16.66796 21.70078 26.65287
C 17.83101 20.73075 26.55251
N 18.08463 20.47261 25.10247
O 19.24739 19.59820 24.92892
C 19.08366 21.14362 27.25506
C 17.38930 19.38304 27.04287
C 19.73340 22.22371 24.25769
H 19.14623 20.37292 22.54339
H 18.14536 21.77381 22.05656
H 17.33957 20.31942 22.65271
H 17.46524 23.39919 23.83136
H 16.38341 22.03768 23.86868
H 16.08669 23.60658 25.86290
H 17.84279 23.41697 26.13894
H 15.74831 21.21198 26.29955
H 16.47840 21.92044 27.72332
H 18.96811 21.16200 28.36285
H 19.89007 20.40499 27.07244
H 19.48790 22.16610 27.01790
H 17.05094 19.36068 28.13761
H 16.51166 18.98607 26.45853
H 18.15820 18.62326 26.94269
H 19.68449 23.09203 23.60816
H 20.58133 21.59384 23.93683
H 20.01060 22.60418 25.26212
H 18.86916 18.74482 24.66036
C 11.14775 22.41768 16.13436
C 12.28593 22.95139 17.08653
C 12.57431 24.42079 16.61940
C 13.41300 25.15614 17.66948
C 12.64260 25.06773 18.99761
C 12.50571 23.64484 19.50897
N 11.71961 22.96154 18.46651
O 11.43326 21.61468 18.91890
C 13.82637 22.99438 19.86846
C 11.60941 23.73325 20.80093
C 13.50338 21.94912 16.99699
H 11.32616 22.62412 15.07040
H 10.13436 22.78620 16.37372
H 11.09441 21.33932 16.16280
H 13.01651 24.44856 15.60734
H 11.62180 24.92835 16.58824
H 13.41924 26.19067 17.35783
H 14.37833 24.73700 17.85732
H 11.61500 25.34855 18.79455
H 13.14690 25.71007 19.70405
H 14.45710 23.15767 19.02406
H 14.31683 23.59858 20.61908
H 13.68412 21.94752 20.17944
H 10.61443 24.04324 20.44645
H 11.61126 22.81738 21.33881
H 11.93434 24.52601 21.46539
H 14.33669 22.57592 17.24546
H 13.50698 21.52073 16.01684
H 13.44270 21.17619 17.75518
H 10.46204 21.59560 18.94017
C 17.48539 15.41286 22.21844
C 18.93896 15.56927 22.00718
C 19.80357 14.86531 23.13050
C 21.24897 14.74565 22.79137
C 21.49566 13.86462 21.59897
C 20.64785 14.42120 20.38022
N 19.28001 14.68088 20.78064
O 18.67638 15.30548 19.63500
C 21.35960 15.70240 19.78608
C 20.67234 13.35930 19.31611
C 19.26125 17.06107 21.97870
H 16.84600 15.98970 21.46366
H 17.19650 15.80870 23.20114
H 17.13405 14.35313 22.16088
H 19.81077 15.38451 24.10008
H 19.47007 13.84026 23.28798
H 21.82003 14.28403 23.64657
H 21.78826 15.68222 22.64728
H 21.25488 12.78308 21.78185
H 22.49760 13.93925 21.29183
H 22.25958 15.33237 19.29901
H 20.73632 16.04601 18.96234
H 21.42310 16.49639 20.50572
H 21.70777 13.03099 19.21671
H 20.02521 12.51035 19.53331
H 20.30884 13.78257 18.39265
H 19.07655 17.48195 20.99036
H 20.29033 17.30409 22.17381
H 18.70880 17.55916 22.74292
H 17.83826 14.79622 19.62957
C 18.51743 24.38456 11.67540
C 18.30750 23.08605 10.83126
C 19.13902 21.90827 11.44474
C 18.67605 21.37098 12.77869
C 17.25153 20.79597 12.57744
C 16.35043 21.98823 12.12912
N 16.92598 22.59730 10.79972
O 16.09464 23.70800 10.52432
C 15.00031 21.30374 11.83931
C 16.17811 22.87503 13.40277
C 18.74575 23.25131 9.38760
H 19.52830 24.43280 11.96845
H 17.97709 24.31979 12.68431
H 18.24674 25.27552 11.12617
H 19.08614 21.15203 10.67846
H 20.19100 22.31848 11.47581
H 18.65260 22.09399 13.59569
H 19.41918 20.61554 13.18661
H 16.76170 20.35372 13.43598
H 17.20075 19.99701 11.85792
H 15.11210 20.78759 10.92660
H 14.84571 20.61733 12.68666
H 14.14319 21.98442 11.75856
H 15.50389 23.72451 13.21007
H 15.71811 22.25558 14.21671
H 17.03937 23.31656 13.85163
H 18.65638 22.31517 8.80476
H 19.75608 23.67828 9.30549
H 18.06841 23.93982 8.90278
H 16.09484 23.72073 9.56651
C 21.13168 30.94780 15.68071
C 21.04531 30.87691 17.21086
C 19.75308 30.09841 17.55200
C 19.60549 29.80185 19.01312
C 20.71862 28.90231 19.41846
C 22.14605 29.47336 19.08513
N 22.15762 29.93318 17.66821
O 23.43736 30.66391 17.46644
C 22.52855 30.51101 20.17257
C 23.06947 28.31306 19.12103
C 20.99464 32.22602 17.83632
H 20.36332 31.62767 15.39708
H 21.03071 29.93459 15.23558
H 22.11891 31.36360 15.31213
H 18.88769 30.54901 17.10476
H 19.79830 29.15241 17.01802
H 18.60342 29.34771 19.25738
H 19.64054 30.69927 19.60975
H 20.58717 27.94517 18.89262
H 20.76899 28.67018 20.52122
H 21.64346 30.90016 20.65822
H 23.24007 30.07956 20.84789
H 22.97056 31.38381 19.77653
H 22.84396 27.54256 18.38267
H 24.09782 28.64213 19.00246
H 22.98586 27.82562 20.09595
H 20.34962 32.88523 17.20088
H 21.97935 32.64542 17.81406
H 20.69325 32.16378 18.89483
H 23.83438 30.22176 16.71747
C 17.80211 26.19985 27.15068
C 18.62276 26.85098 26.06394
C 18.56441 28.35762 26.27958
C 19.54038 29.07846 25.35105
C 20.93168 28.52047 25.54183
C 21.03009 27.06027 25.33529
N 20.03532 26.37139 26.12175
O 19.99963 24.99533 25.81933
C 20.97492 26.71168 23.84298
C 22.36321 26.58976 25.98556
C 17.87857 26.57846 24.72886
H 17.95895 25.07348 27.08446
H 16.70309 26.37397 27.09592
H 18.16135 26.55136 28.16371
H 17.54103 28.72520 26.16111
H 18.81208 28.55668 27.30926
H 19.54821 30.17970 25.37353
H 19.41930 28.82830 24.29667
H 21.23520 28.63445 26.61905
H 21.63042 29.06828 24.89634
H 20.27612 27.27450 23.23484
H 21.98446 26.94812 23.44392
H 20.71832 25.66098 23.61075
H 22.70209 25.73818 25.42942
H 23.20109 27.38510 25.89078
H 22.06309 26.47811 27.03672
H 18.13456 25.57563 24.40306
H 18.16231 27.15840 23.85427
H 16.81754 26.49304 24.92760
H 19.88303 24.87325 24.85283
C 23.63184 26.09908 15.45180
C 23.16744 24.79127 14.82424
C 24.03917 24.44846 13.62000
C 23.80818 23.03996 13.16522
C 24.24286 22.13298 14.38027
C 23.37640 22.35316 15.59165
N 23.52624 23.78341 15.92280
O 22.57667 24.00595 16.96876
C 21.90159 21.80647 15.38794
C 23.93536 21.54791 16.75959
C 21.68713 24.93628 14.60603
H 22.96843 26.63708 16.18221
H 23.85040 26.79870 14.67918
H 24.57902 25.91969 15.99195
H 23.81640 25.12781 12.78986
H 25.11763 24.56950 13.88637
H 24.54422 22.83501 12.38070
H 22.79637 22.82959 12.79080
H 25.25442 22.45940 14.61223
H 24.22986 21.05350 14.03253
H 21.22854 22.32737 16.07026
H 21.48320 21.97044 14.36911
H 21.83471 20.78222 15.69534
H 23.28484 21.81739 17.60038
H 23.88401 20.46715 16.65362
H 24.95739 21.88938 16.85276
H 21.18486 25.03373 15.54002
H 21.16390 24.14293 13.99026
H 21.43177 25.85039 14.11749
H 23.19712 23.98988 17.72573
C 18.52436 25.10072 20.31294
C 17.16516 25.15476 19.67684
C 16.99375 26.41010 18.83313
C 17.85537 26.36142 17.63877
C 17.41867 25.14600 16.81995
C 17.62771 23.78856 17.56061
N 16.85197 23.99285 18.81289
O 16.99274 22.82115 19.60024
C 16.90586 22.76314 16.68385
C 19.09545 23.33180 17.70621
C 16.19123 25.16612 20.84260
H 19.34788 25.24718 19.64010
H 18.59163 24.06859 20.74879
H 18.69030 25.80363 21.14633
H 15.98419 26.37315 18.48433
H 17.08268 27.31138 19.41905
H 18.90677 26.28394 17.91542
H 17.70743 27.27632 17.02993
H 18.03587 25.15917 15.88174
H 16.35540 25.16472 16.49757
H 15.98598 23.11503 16.26500
H 17.60392 22.50971 15.83117
H 16.68327 21.78697 17.08922
H 19.51633 23.33057 16.66228
H 19.71720 23.84981 18.38260
H 19.13607 22.29173 17.99957
H 16.58020 25.86278 21.59184
H 16.14019 24.22315 21.38253
H 15.14952 25.39632 20.52252
H 16.12324 22.46611 19.65567
C 15.42785 31.79973 22.19432
C 16.12004 30.51326 21.61531
C 15.67010 29.20145 22.34166
C 14.26547 28.81453 21.98372
C 14.09821 28.61757 20.52199
C 14.51201 29.85347 19.67709
N 15.78634 30.24016 20.19252
O 16.12555 31.42426 19.43931
C 14.58751 29.39104 18.21033
C 13.31688 30.87742 19.73947
C 17.67910 30.63547 21.80192
H 15.73080 32.01953 23.20379
H 14.31132 31.79310 22.22060
H 15.78753 32.69112 21.59151
H 16.27380 28.37779 21.89269
H 15.85438 29.28736 23.40620
H 13.47342 29.57406 22.29901
H 14.01617 27.86933 22.45676
H 13.01548 28.49054 20.30562
H 14.53281 27.68359 20.25249
H 15.44478 28.79682 18.00457
H 13.68819 28.79064 17.97506
H 14.51290 30.20153 17.49441
H 12.43450 30.36601 19.40100
H 13.04278 31.20191 20.70693
H 13.56794 31.70438 19.09661
H 18.25660 29.70880 21.64485
H 17.72656 30.96214 22.86935
H 18.16702 31.31727 21.16049
H 16.84948 31.05436 18.93803
Cl 15.47801 15.08717 19.05992
C 16.31711 16.29283 18.01325
C 15.34572 17.06945 17.23022
Cl 14.43925 16.11378 16.05135
H 16.95471 15.65102 17.34738
H 16.98625 16.93451 18.64738
H 15.86775 17.75859 16.58198
H 14.64800 17.53578 17.92454
Cl 19.25471 27.09684 13.77521
C 17.70338 27.75482 13.01128
C 17.12239 28.76640 13.96060
Cl 18.15533 30.28681 14.19248
H 17.02555 26.88546 12.93012
H 18.02117 28.14141 12.05431
H 16.99548 28.36966 15.00752
H 16.27634 29.18303 13.53084
Cl 19.34474 17.87072 15.78511
C 20.41337 18.19819 17.18857
C 19.73407 18.29071 18.56116
Cl 18.63619 19.65643 18.63959
H 20.91213 19.12182 16.93641
H 21.20055 17.44238 17.17960
H 20.44828 18.45195 19.37247
H 19.07902 17.46975 18.77725
Cl 21.97348 24.38411 20.92869
C 22.70008 22.76903 20.82604
C 21.70725 21.78716 20.14065
Cl 22.11568 20.10514 20.58057
H 22.80659 22.46568 21.85024
H 23.64406 22.70074 20.26744
H 21.63684 21.88682 19.05196
H 20.67844 21.91551 20.52101
Cl 14.00001 24.28441 23.55150
C 12.96300 23.32508 24.65793
C 12.43064 24.22797 25.81094
Cl 13.79047 24.59636 26.90561
H 13.55264 22.50198 25.08680
H 12.19884 22.77691 24.17172
H 11.74247 23.64473 26.41259
H 11.93408 25.10681 25.37523
Cl 13.69686 20.48560 22.78209
C 13.97382 18.80048 22.10926
C 14.17608 18.82609 20.60257
Cl 15.71743 19.68070 20.15613
H 13.06446 18.28902 22.32918
H 14.83691 18.43454 22.63055
H 13.27028 19.35461 20.23102
H 14.19951 17.85783 20.16899


54
Properties=species:S:1:pos:R:3 method="wB97M-V/def2-TZVPD" fmax_ev_per_a=1.07 total_charge=-1 e_homo_ev=-4.476 total_energy_ev=-48186.1433
C 3.04764 2.04394 0.20518
N 3.92704 1.36625 -0.75550
C 5.07641 2.15394 -1.15937
C 4.26977 0.04913 -0.35049
O 5.36087 -0.16587 0.12740
C 3.25347 -1.03931 -0.54073
Al 1.46253 -0.57989 -1.40356
S 0.90508 -2.49486 -2.61389
C 1.51661 0.91375 -2.75601
N 0.37163 0.86320 -3.70487
C 0.06884 -0.40026 0.07151
C -0.58798 0.97216 0.29033
C -1.66877 1.37836 -0.68821
C -2.16075 2.68766 -0.59599
C -3.17841 3.14845 -1.42118
C -3.70466 2.28610 -2.38176
C -3.21111 0.99165 -2.49718
C -2.20728 0.53117 -1.65030
H 2.11158 2.31069 -0.28071
H 2.84531 1.39246 1.05090
H 3.49790 2.96618 0.56724
H 5.53672 1.72226 -2.04265
H 4.71303 3.13552 -1.45582
H 5.83190 2.26727 -0.37796
H 3.75703 -1.81638 -1.11317
H 3.04495 -1.44272 0.45078
H -0.30166 -2.12518 -3.06416
H 1.58889 1.90960 -2.32174
H 2.44883 0.78089 -3.32869
H 0.42122 0.00460 -4.23530
H 0.40189 1.64251 -4.34949
H 0.56218 -0.68038 1.00993
H -0.72381 -1.12889 -0.08076
H 0.14907 1.77039 0.35437
H -1.09096 0.96257 1.26709
H -1.72962 3.35425 0.14005
H -3.55015 4.15595 -1.31423
H -4.49028 2.64948 -3.02860
H -3.62445 0.35233 -3.26442
H -1.82836 -0.46983 -1.75765
C -1.32796 -3.75646 4.77756
C -2.52746 -3.15477 5.13789
C -3.23775 -2.41128 4.20909
C -2.73190 -2.28888 2.92860
C -1.53767 -2.87357 2.55091
C -0.83281 -3.61242 3.48841
N -3.48297 -1.51410 1.92596
O -4.51206 -0.96857 2.28282
O -3.01153 -1.47057 0.81421
H -0.77678 -4.33850 5.50502
H -2.91025 -3.26525 6.14352
H -4.16962 -1.93766 4.47958
H -1.15723 -2.75200 1.54614
H 0.10386 -4.07508 3.20988


58
Properties=species:S:1:pos:R:3 method="wB97M-V/def2-TZVPD" e_above_lowest_kj_mol=30.03 fmax_ev_per_a=1.95 total_charge=-1 e_homo_ev=-4.395 total_energy_ev=-109244.7270
C 2.77270 -4.70620 -0.39131
N 2.68966 -3.55449 -1.26179
C 1.29084 -3.30926 -1.74250
Al 0.43166 -1.82861 -0.63267
C -1.48397 -2.43642 -0.23905
C -2.27858 -2.33400 -1.55251
C -3.56892 -3.14380 -1.58668
O -4.20621 -3.31599 -0.30787
C -5.07248 -2.32518 0.00750
C -6.43111 -2.83955 0.41024
O -4.80240 -1.13961 -0.02674
C 1.49541 -1.38950 1.03652
C 2.78522 -0.62802 0.59740
C 3.85821 -0.64424 1.62848
O 5.01666 -1.02312 1.46571
O 3.43630 -0.18490 2.86214
C 0.22460 -0.08743 -1.72356
C -0.68128 0.85528 -0.97006
C 0.08251 1.87145 -0.14208
Br -1.90607 1.84720 -2.22396
H 2.37041 -4.47659 0.59127
H 3.82023 -4.96074 -0.24567
H 2.25282 -5.59144 -0.77891
H 3.26079 -3.76637 -2.06990
H 0.72156 -4.24473 -1.66667
H 1.29544 -3.05357 -2.80167
H -1.50003 -3.45569 0.14751
H -1.94620 -1.78787 0.50431
H -1.61730 -2.66317 -2.35378
H -2.48507 -1.28206 -1.71798
H -4.28072 -2.64605 -2.24649
H -3.38067 -4.11891 -2.01925
H -6.33234 -3.74639 0.99288
H -6.89264 -2.08264 1.02978
H -7.03263 -3.01184 -0.47252
H 0.96380 -0.75992 1.74789
H 1.83214 -2.28849 1.55311
H 3.18692 -1.11989 -0.28106
H 2.50986 0.39009 0.34450
H 4.15372 0.33466 3.22780
H 1.17895 0.39871 -1.90887
H -0.25996 -0.35341 -2.65639
H -1.35595 0.34278 -0.29499
H -0.57677 2.62456 0.26914
H 0.52675 1.32167 0.68224
H 0.83997 2.33520 -0.76362
F -0.20437 5.17304 -0.48566
C 0.52487 5.83606 0.42198
C 1.21816 6.96528 0.03178
C 1.96981 7.64834 0.97644
C 2.02560 7.19481 2.28711
C 1.32373 6.05498 2.65547
C 0.56311 5.36831 1.72110
H 1.16620 7.29646 -0.99656
H 2.51439 8.53708 0.68697
H 2.61654 7.72828 3.01969
H 1.36960 5.69578 3.67459
H 0.00657 4.48004 1.98727


19
Properties=species:S:1:pos:R:3 method="wB97M-V/def2-TZVPD" e_above_lowest_kj_mol=158.76 fmax_ev_per_a=4.03 total_charge=+1 e_homo_ev=-13.525 total_energy_ev=-9373.0891 smiles="C=CN1CC[NH+]=C1C"
C -0.38165 1.37153 -2.29408
C 0.47402 0.96473 -1.30455
N 0.17893 -0.01497 -0.29741
C -0.80638 -0.91443 -0.63865
C -1.26087 -1.49479 0.70082
N -0.16658 -1.05990 1.55904
C 0.48491 -0.00237 0.99744
C 1.46674 0.85838 1.59126
H -0.03964 1.94467 -3.15121
H -1.37794 0.94935 -2.39734
H 1.49452 1.35015 -1.34316
H -0.42580 -1.71178 -1.29237
H -1.57855 -0.42605 -1.14369
H -2.24670 -1.10037 1.01490
H -1.29989 -2.58433 0.67311
H 0.22330 -1.62090 2.27627
H 1.60453 0.90310 2.66608
H 1.23451 1.97330 1.19660
H 2.42253 0.61469 1.18696


no.,gap between HOMO and LUMO (Eh)
1,0.3815
2,0.3282
3,0.2272
4,0.2546
5,0.3520